{
  "formula": "C50H43CuN6O3",
  "method": "ωB97M-V/def2-TZVPD",
  "e_homo_ev": -0.349,
  "orbital_gap_ev": 4.365,
  "max_force_ev_per_a": 0.5,
  "charge": -2,
  "e_tot_ha": -4125.74686,
  "elements": ["Cu", "C", "O", "C", "C", "C", "C", "C", "C", "N", "C", "N", "C", "C", "C", "C", "C", "C", "O", "C", "N", "C", "C", "C", "C", "C", "C", "O", "C", "H", "H", "H", "H", "H", "H", "H", "H", "H", "H", "H", "H", "H", "H", "H", "H", "H", "H", "H", "H", "H", "H", "C", "C", "C", "C", "C", "C", "C", "C", "C", "C", "C", "C", "C", "C", "H", "H", "H", "H", "H", "H", "H", "H", "H", "H", "H", "N", "C", "C", "C", "C", "C", "C", "C", "C", "C", "H", "H", "H", "H", "N", "C", "C", "C", "N", "C", "C", "H", "H", "H", "H", "H", "H"],
  "positions_angstrom": [[0.82658, 0.18526, -1.56654], [0.30859, 3.64663, 2.53674], [-0.91658, 4.31477, 2.19851], [-2.10893, 3.84155, 2.65164], [-2.97272, 4.81558, 3.14866], [-4.23183, 4.49863, 3.62373], [-4.65415, 3.17659, 3.60424], [-3.82258, 2.20716, 3.07594], [-2.55030, 2.50475, 2.57831], [-1.77055, 1.44701, 2.09237], [-1.22496, 1.28620, 0.80419], [-1.40318, 2.35365, -0.00769], [-1.27626, 2.49855, -1.42272], [-0.41774, 1.74885, -2.22564], [-0.44273, 2.09363, -3.58803], [-1.23034, 3.10969, -4.11977], [-2.07580, 3.83266, -3.28376], [-2.09432, 3.51033, -1.94195], [-2.93958, 4.22776, -1.07798], [-4.17875, 3.56998, -0.88053], [-0.64130, 0.19901, 0.46412], [-0.58852, -0.88389, 1.34121], [-1.15680, -2.08859, 0.93926], [-1.12655, -3.22124, 1.74197], [-0.52760, -3.16946, 2.98576], [0.06381, -1.98370, 3.41560], [0.06432, -0.85839, 2.59818], [0.66748, 0.31987, 2.94978], [1.10463, 0.45404, 4.27879], [1.10112, 4.32406, 2.23043], [0.44455, 2.69812, 2.02856], [0.35861, 3.49534, 3.62006], [-2.60937, 5.83503, 3.16271], [-4.87465, 5.27873, 4.01189], [-5.63518, 2.90466, 3.97326], [-4.15413, 1.17689, 3.01151], [-1.91896, 0.56366, 2.55605], [-1.84824, 3.15411, 0.40383], [0.19337, 1.53411, -4.27120], [-1.19271, 3.34279, -5.18075], [-2.70995, 4.63265, -3.64943], [-4.73236, 3.49152, -1.82230], [-4.75043, 4.16189, -0.16406], [-4.03357, 2.56065, -0.47942], [-1.62505, -2.11545, -0.03451], [-1.56886, -4.14152, 1.37939], [-0.49346, -4.04695, 3.62047], [0.54862, -1.95915, 4.38092], [1.45942, 1.47664, 4.38440], [1.93008, -0.23019, 4.50828], [0.29074, 0.27420, 4.99055], [0.75448, -4.63693, -6.96479], [-0.36559, -4.06208, -6.37322], [-0.23711, -3.13574, -5.35072], [1.02386, -2.75183, -4.86548], [2.13968, -3.32930, -5.49231], [2.01297, -4.25485, -6.51666], [1.24177, -1.78103, -3.77723], [0.42356, -1.42058, -2.76436], [-0.85457, -2.08964, -2.54043], [-0.92887, -3.45356, -2.20718], [-2.13513, -4.06561, -1.90168], [-3.32188, -3.34342, -1.92116], [-3.27173, -1.99001, -2.25443], [-2.06859, -1.37283, -2.55194], [0.64839, -5.36074, -7.76478], [-1.35583, -4.33696, -6.72099], [-1.12215, -2.69046, -4.91773], [3.12656, -3.03546, -5.14933], [2.90145, -4.68267, -6.96981], [2.23929, -1.34030, -3.79989], [-0.01531, -4.03561, -2.18180], [-2.14888, -5.11917, -1.63899], [-4.26399, -3.81943, -1.67351], [-4.18732, -1.40726, -2.27113], [-2.03112, -0.31525, -2.77466], [5.66592, 5.67724, 5.07344], [5.20275, 4.99048, 4.27038], [4.63366, 4.13606, 3.27749], [4.48744, 4.56848, 1.95137], [3.94278, 3.74391, 0.99505], [3.50576, 2.43124, 1.30764], [3.67670, 2.00972, 2.64988], [4.21843, 2.83766, 3.60456], [2.91207, 1.60122, 0.35100], [2.28559, 0.90126, -0.45848], [4.80345, 5.57168, 1.69015], [3.81934, 4.09181, -0.02175], [3.36252, 1.00728, 2.90637], [4.33535, 2.49249, 4.62590], [2.03147, -5.75215, 2.07159], [2.31545, -4.70462, 1.18095], [2.65991, -3.44263, 1.64746], [2.87106, -2.42342, 0.73244], [2.78882, -2.58112, -0.58558], [2.45339, -3.79107, -1.02137], [2.20321, -4.87637, -0.19274], [2.48578, -5.65283, 2.96572], [2.18773, -6.66763, 1.68006], [2.72409, -3.25048, 2.71238], [3.09106, -1.41195, 1.06484], [2.36372, -3.89139, -2.10029], [1.90565, -5.83283, -0.60925]],
  "lowdin_charge": [0.189, -0.029, -0.088, -0.239, -0.012, -0.111, -0.114, -0.029, -0.173, 0.138, -0.348, 0.163, -0.185, -0.103, -0.145, -0.130, -0.067, -0.261, -0.142, -0.098, 0.166, -0.195, 0.008, -0.091, -0.127, -0.059, -0.228, -0.105, -0.107, 0.093, 0.069, 0.094, 0.117, 0.091, 0.091, 0.114, 0.131, 0.102, 0.077, 0.078, 0.097, 0.084, 0.081, 0.087, 0.086, 0.096, 0.088, 0.091, 0.071, 0.089, 0.096, -0.144, -0.111, -0.036, -0.218, -0.069, -0.130, -0.139, -0.146, -0.282, -0.072, -0.128, -0.144, -0.116, -0.056, 0.077, 0.089, 0.106, 0.101, 0.084, 0.081, 0.094, 0.088, 0.076, 0.088, 0.095, 0.099, -0.231, -0.275, -0.061, -0.042, -0.272, -0.051, -0.059, -0.168, -0.029, 0.106, 0.112, 0.093, 0.107, 0.085, -0.346, -0.044, -0.139, 0.092, -0.159, -0.040, 0.075, 0.073, 0.098, 0.092, 0.096, 0.100]
}